14
Properties=species:S:1:pos:R:3:lowdin_charge:R:1 method="wB97M-V/def2-TZVPD" homo_ha=-0.3096 total_charge=0 relative_energy_kcal_mol=86.2 spin_multiplicity=1 homo_lumo_gap_ev=8.768 molar_mass_g_mol=88.11 total_energy_ha=-307.57503
C -1.09152 -0.97480 0.53494 -0.076
C -0.26474 0.09957 -0.14114 -0.384
C 1.10903 -0.16342 -0.51579 -0.058
O 1.84623 0.60932 0.76972 -0.033
C -0.97644 1.11110 -0.90121 -0.310
O -2.17761 1.31367 -0.85631 0.003
H -1.96586 -0.51685 1.00483 0.077
H -0.52869 -1.50961 1.31090 0.071
H -1.46787 -1.71945 -0.17877 0.082
H 0.71072 0.81075 0.86906 0.172
H 1.49791 -1.18026 -0.45960 0.117
H 1.52951 0.40756 -1.34372 0.110
H 2.10211 -0.04133 1.44952 0.109
H -0.32277 1.75374 -1.54244 0.120

24
Properties=species:S:1:pos:R:3:lowdin_charge:R:1 method="wB97M-V/def2-TZVPD" homo_ha=-0.3563 total_charge=0 relative_energy_kcal_mol=67.7 smiles="CNC(C)=O.CNC(C)=O" spin_multiplicity=1 homo_lumo_gap_ev=10.234 molar_mass_g_mol=146.19 total_energy_ha=-496.94958
C -2.00755 -1.49305 1.19554 -0.101
N -0.53836 -1.67685 1.13837 -0.006
C 0.40847 -1.42438 2.14522 -0.604
C 1.75124 -1.17618 1.58625 -0.008
O 0.19715 -1.25417 3.27094 0.113
H -2.28836 -0.56103 1.67951 0.057
H -2.60816 -1.30468 0.14825 0.113
H -2.53481 -2.39248 1.70203 0.095
H -0.07167 -1.76076 0.24510 0.084
H 2.60022 -1.72710 2.12779 0.125
H 1.74878 -1.20452 0.49417 0.071
H 2.02951 -0.21056 1.80325 0.054
C 0.35221 -0.36804 -2.74590 -0.053
N -0.47459 0.63055 -1.99052 0.024
C 0.11403 1.84968 -1.53714 -0.559
C -0.68297 2.91466 -0.89280 -0.018
O 1.24313 2.09361 -1.78469 0.081
H -0.12205 -0.74976 -3.58869 0.048
H 1.27216 -0.00853 -2.89868 0.027
H 0.46557 -1.41569 -2.24464 0.100
H -1.46297 0.48730 -1.82260 0.110
H -0.73343 3.77512 -1.39699 0.024
H -1.83723 2.81025 -0.92356 0.101
H -0.50181 3.05487 0.24306 0.125

48
Properties=species:S:1:pos:R:3:lowdin_charge:R:1 method="wB97M-V/def2-TZVPD" homo_ha=-0.4062 total_charge=+1 spin_multiplicity=1 homo_lumo_gap_ev=5.263 molar_mass_g_mol=349.45 total_energy_ha=-1078.29834
C -0.14550 1.78623 -0.65200 -0.107
C 1.12427 2.66438 -0.62540 -0.188
C 2.32925 2.01813 -1.03872 -0.066
C 3.55099 2.66072 -0.82593 -0.084
C 3.55239 3.94449 -0.25060 -0.083
C 2.38281 4.60160 0.15007 -0.064
C 1.18700 3.91138 0.02560 -0.050
C -1.57587 2.27829 -0.91075 -0.205
C -2.55286 1.35167 -1.34484 -0.069
C -3.88932 1.74639 -1.41810 -0.089
C -4.29537 3.03190 -1.02918 -0.087
C -3.34406 3.96828 -0.58263 -0.058
C -1.99892 3.54287 -0.47336 -0.037
H 0.02742 1.01729 -1.45671 0.111
H 2.31928 0.98559 -1.48564 0.093
H 4.48552 2.17660 -1.16154 0.110
H 4.48391 4.44999 -0.14283 0.092
H 2.33553 5.59098 0.61241 0.115
H 0.27584 4.32478 0.46173 0.087
H -2.22957 0.34053 -1.59260 0.083
H -4.62939 1.06437 -1.82981 0.101
H -5.33925 3.33342 -1.09569 0.103
H -3.62172 5.00472 -0.27866 0.119
H -1.29385 4.26448 -0.05583 0.078
H -0.19222 1.38878 0.37630 0.131
C 0.15931 -2.43193 -0.42646 0.172
C 1.44853 -2.54146 0.17299 -0.103
C 1.57714 -3.50958 1.19453 -0.144
O 0.48858 -4.21037 1.64130 0.133
C -0.77797 -3.78940 1.31236 -0.129
C -0.99048 -2.77481 0.33096 -0.104
C -2.32163 -2.24290 0.22576 0.032
C -3.38657 -2.99650 0.67860 -0.034
C -3.14340 -4.20054 1.34239 -0.014
C -1.85703 -4.59190 1.68400 0.034
C 2.84504 -3.98296 1.53654 0.036
C 3.96217 -3.30691 1.07602 -0.019
C 3.85024 -2.13096 0.33732 -0.037
C 2.60235 -1.71705 -0.08737 0.030
H 0.03324 -1.74890 -1.25877 0.139
H -2.49431 -1.28963 -0.27395 0.101
H -4.39975 -2.69798 0.45290 0.123
H -3.97575 -4.81550 1.66036 0.127
H -1.64854 -5.51385 2.22710 0.140
H 2.90611 -4.89499 2.11455 0.136
H 4.94436 -3.66521 1.34761 0.125
H 4.74070 -1.59528 0.01733 0.126
H 2.49138 -0.79924 -0.68133 0.096

15
Properties=species:S:1:pos:R:3:lowdin_charge:R:1 method="wB97M-V/def2-TZVPD" homo_ha="-0.2999 / -0.3119" total_charge=0 relative_energy_kcal_mol=65.7 spin_multiplicity=1 homo_lumo_gap_ev="7.090 / 8.257" molar_mass_g_mol=159.64 total_energy_ha=-1145.20357
C 1.69840 -0.75351 -0.01360 -0.157
C 1.40803 0.40712 0.62651 -0.083
C 0.80292 -1.55995 -0.60723 -0.055
C 0.07950 0.94309 0.59027 -0.064
C -0.59247 -1.18555 -0.48932 -0.114
C -0.74434 0.06212 -0.00007 -0.121
N -3.81189 1.75362 -0.43128 -0.451
S -3.27361 0.35138 -0.67764 0.470
Cl -3.99744 -1.13934 0.56135 0.072
H 2.74241 -0.94602 -0.06670 0.100
H 2.29103 1.04054 1.11262 0.152
H 0.89167 -2.55471 -1.09656 0.122
H -0.24152 1.83074 1.08464 0.103
H -1.44548 -1.72843 -0.73975 0.047
H -4.69774 2.09732 -0.73614 -0.020

29
Properties=species:S:1:pos:R:3:lowdin_charge:R:1 method="wB97M-V/def2-TZVPD" homo_ha=0.0322 total_charge=-2 spin_multiplicity=1 homo_lumo_gap_ev=2.838 molar_mass_g_mol=492.33 total_energy_ha=-1742.03137
Au -1.58186 -0.98049 -1.51008 0.337
S -0.35240 1.10702 -1.43176 0.290
C -1.66411 2.20704 -1.70820 -0.776
C -1.52408 3.29002 -2.61352 -0.194
C -2.61817 3.97702 -2.97796 -0.201
C -3.88464 3.60637 -2.52082 -0.197
C -4.04187 2.57638 -1.63552 -0.183
C -2.93162 1.87607 -1.12171 -0.769
S -2.92815 0.39928 -0.19401 0.264
H -0.54460 3.56506 -2.96019 0.068
H -2.61558 4.84828 -3.71182 0.091
H -4.76187 4.24687 -2.83459 0.082
H -5.04083 2.10424 -1.41462 0.091
F -1.22311 -3.14197 -3.30396 -0.143
C -1.03578 -2.89764 -1.96568 -0.550
F 0.42728 -2.91526 -1.77905 -0.222
H -1.54547 -3.65238 -1.34363 0.026
N 4.80236 0.23070 5.29708 0.123
C 4.21851 -0.44423 4.53034 -0.176
C 3.62008 -1.27376 3.49101 -0.220
C 3.21690 -0.63726 2.25153 0.011
C 2.48805 -1.43973 1.40383 -0.110
N 2.18792 -2.73245 1.61015 0.097
C 2.75189 -3.35086 2.64372 -0.125
C 3.37678 -2.63164 3.67826 -0.032
H 3.30583 0.46427 2.09334 0.133
H 1.88901 -1.04713 0.59554 0.116
H 2.54839 -4.37485 2.78784 0.088
H 3.46113 -2.97895 4.64447 0.080

108
Properties=species:S:1:pos:R:3:lowdin_charge:R:1 method="wB97M-V/def2-TZVPD" homo_ha=-0.1885 total_charge=-1 relative_energy_kcal_mol=7.2 spin_multiplicity=1 homo_lumo_gap_ev=6.473 molar_mass_g_mol=1096.31 total_energy_ha=-7996.34082
Cd 0.42720 0.03854 -1.23628 1.170
C -0.90507 -2.80725 1.10002 -0.167
C 0.05853 -3.25738 -0.00706 -0.152
C 1.46464 -2.79695 0.24176 -0.305
C 2.47966 -3.71668 0.48882 -0.024
C 3.76967 -3.26871 0.72051 -0.056
C 4.01443 -1.90587 0.72352 -0.051
C 2.95330 -1.05303 0.47939 -0.218
N 1.71156 -1.48090 0.23212 0.037
N -1.37799 -1.41596 0.98607 -0.152
C -2.81823 -1.35786 0.74279 -0.142
C -3.23138 -1.49072 -0.70385 -0.274
C -4.08698 -2.51756 -1.08148 -0.028
C -4.54602 -2.57741 -2.38814 -0.067
C -4.13115 -1.60521 -3.27658 -0.071
C -3.26755 -0.62281 -2.81313 -0.219
N -2.82114 -0.55541 -1.56299 0.084
C -0.96815 -0.64458 2.15542 -0.160
C -1.38383 0.79970 2.12728 -0.308
C -1.79100 1.41035 3.30999 -0.019
C -2.18065 2.73534 3.28913 -0.059
C -2.17604 3.40419 2.07851 -0.065
C -1.73794 2.72122 0.95656 -0.155
N -1.32867 1.45316 0.96967 0.105
H -1.76740 -3.48096 1.09027 0.113
H -0.41263 -2.94282 2.06897 0.121
H 0.05011 -4.34663 -0.07656 0.116
H -0.29429 -2.85616 -0.96137 0.000
H 2.25337 -4.77458 0.49908 0.110
H 4.57068 -3.97629 0.89454 0.108
H 5.00038 -1.49822 0.89783 0.113
H 3.09653 0.01692 0.47065 0.042
H -3.33248 -2.14718 1.31020 0.115
H -3.20920 -0.40620 1.10465 0.122
H -4.39583 -3.25805 -0.35419 0.107
H -5.21341 -3.37036 -2.70125 0.105
H -4.44429 -1.60985 -4.31137 0.103
H -2.90292 0.13420 -3.49786 0.087
H -1.35629 -1.08830 3.08633 0.126
H 0.12389 -0.68031 2.20333 0.101
H -1.79003 0.84847 4.23511 0.114
H -2.49102 3.23097 4.19994 0.109
H -2.49665 4.43404 2.00129 0.102
H -1.70904 3.22387 0.00268 0.091
O 3.13930 -3.75672 -5.71181 -0.062
C 3.71279 -2.88962 -4.73999 -0.220
C 2.74017 -1.86004 -4.12923 -0.581
C 2.30969 -0.87269 -5.21783 -0.287
O 3.39886 -0.13871 -5.76269 -0.081
C 1.54228 -2.62232 -3.55092 -0.527
Se -0.15900 -1.67318 -3.22664 0.467
C 3.55996 -1.15369 -3.04429 -0.534
Se 2.90964 0.58682 -2.40312 0.575
H 2.79927 -3.21171 -6.42844 0.077
H 4.55727 -2.34394 -5.17224 0.120
H 4.09561 -3.53682 -3.94741 0.129
H 1.56250 -0.19815 -4.80235 0.044
H 1.83318 -1.40652 -6.04674 0.123
H 3.66769 0.48656 -5.07436 0.040
H 1.83683 -3.08124 -2.60379 0.047
H 1.26092 -3.42569 -4.22923 0.049
H 4.55762 -0.93112 -3.42678 0.053
H 3.68346 -1.81558 -2.18382 0.047
C -0.75044 3.71576 -3.73287 -0.049
C -0.79326 2.69366 -2.80407 -0.153
N 0.22661 2.42294 -1.98700 -0.032
C 1.34018 3.14477 -2.08630 -0.206
C 1.50657 4.16648 -3.02277 -0.177
C 0.41572 4.45074 -3.84192 -0.019
C 2.74262 4.91889 -3.26670 -0.038
C 4.01040 4.74220 -2.89646 -0.026
C 4.66973 3.79038 -1.98191 -0.303
C 5.86886 3.21167 -2.39190 -0.021
C 6.49698 2.35953 -1.50968 -0.133
N 6.01271 2.10876 -0.29599 0.094
C 4.87683 2.72280 0.00601 -0.204
N 4.18051 3.55607 -0.76558 0.130
H -1.60822 3.92135 -4.35793 0.104
H -1.67158 2.06814 -2.69357 0.091
H 2.12803 2.92779 -1.37654 0.029
H 0.49053 5.23988 -4.58109 0.114
H 2.59376 5.72177 -3.98326 0.103
H 4.72783 5.39970 -3.37987 0.109
H 6.27134 3.40436 -3.37703 0.113
H 7.42201 1.85783 -1.77266 0.108
H 4.47393 2.53296 0.99247 0.098
O 4.76746 2.85067 7.92291 -0.376
S 5.47648 4.10866 7.80439 0.385
O 5.06558 5.13220 8.74609 -0.369
O 6.91116 3.98640 7.60627 -0.368
C 4.96214 4.76938 6.17970 -0.339
N 5.41431 5.97912 5.83740 0.120
C 5.11019 6.40130 4.62223 -0.127
C 4.36094 5.65143 3.72705 -0.009
C 3.91064 4.42514 4.18927 -0.230
N 4.20891 3.99156 5.41157 0.163
C 3.08826 3.50646 3.36054 -0.151
C 2.31417 3.94468 2.29502 -0.015
C 1.59173 3.01693 1.56248 -0.157
N 1.60957 1.70864 1.80363 0.067
C 2.35547 1.29698 2.83389 -0.146
C 3.09044 2.14240 3.64420 0.008
H 5.48346 7.38313 4.34575 0.104
H 4.16028 5.99948 2.72267 0.099
H 2.25849 4.99320 2.03451 0.110
H 0.94999 3.34002 0.75028 0.084
H 2.35341 0.22791 3.02638 0.101
H 3.65792 1.78080 4.49132 0.121